The following is a DFT calculation (wB97M-V/def2-TZVPD) of a cluster of 2 separate species, C2H2N2O4 in total at a distorted geometry.

For the orbital gap, the calculation gives 4.7560 eV. As for the charge: -2.

```
10
Properties=species:S:1:pos:R:3:lowdin_charge:R:1
C 0.840 0.155 -0.045 -0.438
C 1.158 -0.768 -2.306 -0.770
N 0.488 0.096 -1.189 0.155
N -1.710 1.045 1.338 -0.279
O 0.708 -0.625 -3.425 -0.055
O 1.427 0.355 0.951 0.070
O 2.011 -1.498 -1.792 -0.072
O -1.765 0.129 2.639 -0.434
H -1.677 0.329 0.551 -0.133
H -1.480 0.780 3.277 -0.044
```

The following is a DFT calculation (wB97M-V/def2-TZVPD) of a cluster of 2 separate species, C6H13N2O in total at a distorted geometry.

For the orbital gap, the calculation gives 9.3290 eV. As for the charge: +1.

```
22
Properties=species:S:1:pos:R:3:lowdin_charge:R:1
C 2.507 -0.948 0.305 -0.132
C 3.163 -1.908 0.806 0.089
C -2.306 -0.184 -0.485 -0.057
C -2.338 -1.443 -1.186 -0.027
C -1.472 1.530 1.111 0.040
C 2.207 1.130 -0.961 -0.033
N -1.411 0.260 0.324 -0.200
N 1.890 -0.037 -0.191 -0.001
O -0.407 -0.514 0.710 -0.015
H 3.644 -1.945 1.731 0.067
H 3.157 -2.849 0.311 0.080
H -3.267 0.485 -0.629 0.197
H -3.146 -1.373 -1.876 0.078
H -2.565 -2.303 -0.453 0.151
H -1.465 -1.708 -1.742 0.093
H -2.010 1.422 2.055 0.109
H -0.447 1.917 1.366 0.116
H -1.879 2.310 0.442 0.106
H 3.002 1.655 -0.510 0.084
H 2.573 0.997 -2.009 0.121
H 1.332 1.698 -0.927 0.056
H 0.563 -0.142 0.307 0.079
```

The following is a DFT calculation (wB97M-V/def2-TZVPD) of a cluster of 8 separate species, C20H37N3O6 in total at a distorted geometry.

For the orbital gap, the calculation gives 8.1213 eV. The structure (SMILES) is c1cc[nH]c1.c1cc[nH]c1.c1cc[nH]c1.O=C1CCCO1.CO.CO.CO.CO.

```
66
Properties=species:S:1:pos:R:3:lowdin_charge:R:1
O -1.931 3.023 3.468 0.064
C -1.107 2.135 3.111 -0.407
O -1.412 0.808 3.334 0.002
C -0.341 -0.039 3.115 -0.199
C 0.898 0.871 2.966 -0.116
C 0.212 2.242 2.415 -0.042
H -0.449 -0.578 2.174 0.128
H -0.218 -0.589 4.049 0.128
H 1.568 0.481 2.199 0.098
H 1.530 0.897 3.853 0.105
H 0.217 2.231 1.325 0.123
H 0.712 3.166 2.704 0.118
C 2.284 -1.092 9.548 -0.197
O 3.388 -1.860 9.265 -0.121
H 1.858 -0.548 8.705 0.078
H 1.565 -1.771 10.007 0.080
H 2.743 -0.414 10.268 0.086
H 3.091 -2.459 8.576 0.075
C 3.621 -6.971 11.766 -0.203
O 2.256 -6.793 11.863 -0.108
H 4.163 -6.374 12.499 0.082
H 4.039 -7.937 11.484 0.080
H 3.823 -6.375 10.875 0.072
H 1.990 -6.888 12.781 0.077
C -1.270 -6.571 6.507 -0.135
O -1.253 -7.637 7.522 -0.136
H -1.558 -6.942 5.524 0.071
H -1.934 -5.766 6.821 0.073
H -0.252 -6.247 6.291 0.066
H -0.915 -7.233 8.324 0.061
C 5.168 1.812 16.526 -0.182
O 4.944 2.703 17.584 -0.119
H 6.229 1.678 16.315 0.073
H 4.626 0.884 16.710 0.079
H 4.790 2.277 15.616 0.076
H 5.038 2.208 18.401 0.073
N 9.279 -3.863 11.978 -0.003
C 9.782 -2.628 12.343 -0.126
C 10.953 -2.858 13.116 -0.112
C 11.068 -4.246 13.334 -0.125
C 9.999 -4.825 12.694 -0.148
H 8.518 -4.023 11.333 0.141
H 9.398 -1.814 11.746 0.098
H 11.680 -2.079 13.291 0.083
H 11.727 -4.831 13.958 0.092
H 9.794 -5.874 12.538 0.099
N 8.926 -7.539 6.881 -0.025
C 7.690 -7.187 6.622 -0.150
C 6.955 -8.401 6.455 -0.095
C 7.840 -9.430 6.766 -0.146
C 9.018 -8.897 7.182 -0.123
H 9.750 -6.964 6.780 0.151
H 7.435 -6.138 6.658 0.106
H 5.913 -8.470 6.181 0.084
H 7.527 -10.453 6.918 0.095
H 9.986 -9.345 7.348 0.103
N 4.589 7.164 6.615 -0.026
C 4.759 7.744 7.799 -0.112
C 5.236 6.641 8.645 -0.088
C 5.323 5.483 7.845 -0.136
C 5.006 5.861 6.605 -0.170
H 4.076 7.545 5.834 0.151
H 4.414 8.727 8.081 0.100
H 5.605 6.800 9.648 0.076
H 5.699 4.523 8.166 0.097
H 5.074 5.313 5.677 0.108
```

The following is a DFT calculation (wB97M-V/def2-TZVPD) of a cluster of 2 separate species, C3H8BrFSi in total.

For the orbital gap (alpha / beta), the calculation gives 7.9046 / 7.9449 eV.

```
14
Properties=species:S:1:pos:R:3:lowdin_charge:R:1
C 1.561 2.495 -0.575 -0.223
C -2.908 -1.929 1.138 0.086
C 1.830 -0.684 -0.097 -0.694
F 1.340 1.176 1.943 -0.221
Si 0.998 0.958 0.371 0.571
Br 3.826 -0.534 -0.054 0.507
H 1.231 3.398 -0.070 0.022
H 2.650 2.520 -0.632 0.018
H 1.172 2.514 -1.588 0.019
H -2.181 -2.663 0.874 -0.031
H -3.901 -1.989 0.752 -0.028
H -2.676 -1.196 1.881 -0.029
H 1.584 -1.489 0.594 0.004
H 1.596 -1.004 -1.110 0.000
```

In kcal/mol, the relative energy (zero: lowest compared OMol25 entry of this formula, charge and spin) values for the records above are, in order, 63.8, 107.1, 19.9, 75.5.